(1)
A 2-piece molecular cluster, C6H14S overall at a distorted geometry, computed with the ωB97M-V functional and the def2-TZVPD basis.

Element x y z (Å)
C -1.206 2.212 -0.489
C -2.238 0.207 -2.700
C 0.419 -2.253 1.572
C 2.456 0.505 0.648
C 0.569 -0.730 1.710
C 1.985 -0.265 1.624
S -0.744 1.052 -1.567
H -1.371 1.919 0.548
H -1.779 3.104 -0.814
H -2.086 0.668 -3.719
H -1.779 -0.798 -2.705
H 1.042 -2.578 0.733
H 0.754 -2.877 2.501
H -0.645 -2.366 1.357
H 2.016 0.639 -0.317
H 3.460 0.910 0.622
H -3.245 0.253 -2.388
H 0.060 -0.388 0.732
H 0.099 -0.459 2.679
H 2.583 -0.571 2.476
H -0.349 1.816 -2.501

Calculated values
**2S+1**: 1
**Charge**: 0
**Energy above the lowest of the compared OMol25 structures with the same formula, charge and spin**: 362.2 kJ/mol
**E_tot**: -17279.6936 eV
**F_max**: 4.02 eV/A
**LUMO level**: 0.6 eV
**HOMO-LUMO gap**: 7.93 eV

***

(2)
One molecule with the formula C4H6N2O, computed with the ωB97M-V functional and the def2-TZVPD basis.

Element x y z (Å)
C 1.796 1.398 0.043
C 0.488 0.698 -0.057
C 0.044 -0.462 0.642
C -1.175 -0.687 0.079
N -2.079 -1.731 0.048
O -1.482 0.287 -0.781
N -0.409 1.162 -0.883
H 1.870 2.092 -0.795
H 1.823 1.942 0.988
H 2.625 0.684 0.017
H 0.578 -1.053 1.374
H -1.612 -2.613 0.210
H -2.468 -1.717 -0.884

Calculated values
**2S+1**: 1
**Charge**: 0
**Energy above the lowest of the compared OMol25 structures with the same formula, charge and spin**: 171.3 kJ/mol
**E_tot**: -9271.7268 eV
**F_max**: 0.51 eV/A
**LUMO level**: 0.9 eV
**HOMO-LUMO gap**: 9.64 eV

***

(3)
C19H8BrCl6F3NO6Rh as an isolated structure at a distorted geometry, computed with the ωB97M-V functional and the def2-TZVPD basis.

Element x y z (Å)
Rh -0.443 -0.428 -0.894
O 0.358 -4.062 -0.878
Cl -0.713 -3.239 -1.400
O -0.098 -2.100 -2.189
O -1.333 -2.458 -0.266
O 1.321 -1.622 0.927
Cl -0.256 0.726 -3.640
C -1.881 0.307 -3.245
C -2.119 -0.154 -1.955
C -3.435 -0.400 -1.586
Cl -3.842 -0.845 0.033
C -4.469 -0.261 -2.516
Cl -6.089 -0.595 -2.054
C -4.195 0.157 -3.814
Cl -5.466 0.327 -4.954
C -2.888 0.462 -4.183
Cl -2.529 1.021 -5.763
F -1.585 4.460 3.793
C -2.436 4.262 2.779
F -3.631 3.974 3.311
F -2.553 5.414 2.113
C -1.961 3.139 1.889
C -1.924 1.852 2.395
C -1.486 0.836 1.572
N -1.105 1.072 0.314
C -1.108 2.316 -0.166
C -1.546 3.382 0.594
H -2.228 1.634 3.409
H -1.420 -0.186 1.914
H -0.734 2.446 -1.171
H -1.545 4.379 0.179
Br 5.999 -2.546 3.070
C 4.702 -1.428 2.264
C 4.966 -0.076 2.120
C 3.997 0.722 1.534
C 2.803 0.185 1.074
C 2.555 -1.168 1.258
C 3.505 -1.986 1.855
C 1.812 1.071 0.387
O 1.569 2.183 0.809
O 1.334 0.560 -0.729
H 5.903 0.340 2.460
H 4.164 1.785 1.409
H 1.238 -2.582 0.970
H 3.302 -3.037 2.012

Calculated values
**2S+1**: 1
**Charge**: 0
**Energy above the lowest of the compared OMol25 structures with the same formula, charge and spin**: 0.0 kJ/mol
**E_tot**: -189939.8434 eV
**F_max**: 2.17 eV/A
**LUMO level (spin up / spin down)**: -2.1 / -2.2 eV
**HOMO-LUMO gap (spin up / spin down)**: 6.85 / 6.82 eV

***

(4)
C32H22F4IN4P2Sc as an isolated structure, computed with the ωB97M-V functional and the def2-TZVPD basis.

Element x y z (Å)
Sc 0.654 0.785 -1.531
I 3.553 1.007 -1.154
C 3.509 2.973 -1.875
C 4.690 3.648 -1.944
C 4.675 4.977 -2.426
C 3.500 5.554 -2.805
C 2.278 4.840 -2.729
C 1.053 5.442 -3.122
C -0.123 4.760 -3.042
C -0.121 3.427 -2.568
C 1.031 2.775 -2.184
C 2.258 3.506 -2.258
H 5.623 3.192 -1.643
H 5.606 5.522 -2.488
H 3.487 6.572 -3.171
H 1.074 6.459 -3.492
H -1.049 5.230 -3.345
H -1.083 2.913 -2.538
C -2.784 -0.967 -2.486
P -2.053 0.238 -1.339
C -3.295 1.571 -1.338
C -2.083 -0.552 0.312
C -2.911 -1.645 0.563
C -2.938 -2.240 1.817
C -2.144 -1.741 2.840
C -1.311 -0.656 2.603
C -1.266 -0.056 1.348
P -0.131 1.324 0.991
C -1.014 2.869 1.345
C 1.184 1.285 2.239
H -2.301 -1.941 -2.431
H -2.678 -0.588 -3.502
H -3.848 -1.094 -2.280
H -4.197 1.241 -0.821
H -3.550 1.799 -2.373
H -2.921 2.483 -0.877
H -3.551 -2.039 -0.215
H -3.596 -3.080 1.998
H -2.185 -2.184 3.826
H -0.696 -0.281 3.411
H -1.173 2.947 2.422
H -1.984 2.885 0.854
H -0.429 3.722 1.002
H 0.785 1.396 3.248
H 1.846 2.129 2.038
H 1.766 0.369 2.170
F -0.548 -5.990 -0.276
C -0.040 -5.063 0.513
C 0.133 -5.331 1.821
F -0.208 -6.512 2.277
C 0.673 -4.359 2.766
C 1.055 -3.093 2.151
C 0.901 -2.849 0.843
F 1.261 -1.632 0.386
C 0.321 -3.795 -0.083
C 0.105 -3.526 -1.409
C 0.467 -2.267 -1.979
N 0.706 -1.238 -2.442
C -0.577 -4.366 -2.348
N -1.190 -4.936 -3.134
F 1.558 -2.141 2.911
C 0.788 -4.597 4.098
C 1.274 -3.618 5.032
N 1.663 -2.859 5.801
C 0.408 -5.829 4.725
N 0.092 -6.775 5.294

Calculated values
**2S+1**: 1
**Charge**: +2
**Energy above the lowest of the compared OMol25 structures with the same formula, charge and spin**: 36.5 kJ/mol
**E_tot**: -97733.5945 eV
**F_max**: 0.81 eV/A
**LUMO level**: -8.6 eV
**HOMO-LUMO gap**: 4.96 eV

***

(5)
One molecule with the formula C5H6ClF at a distorted geometry, computed with the ωB97M-V functional and the def2-TZVPD basis.

Element x y z (Å)
C 0.906 -1.061 1.304
C 0.739 -0.756 0.015
Cl 2.289 -0.464 -0.925
C -0.442 -0.052 -0.603
C -1.456 0.402 0.190
C -1.921 1.059 1.536
F -2.363 0.993 -0.761
H 1.874 -1.439 1.753
H 0.045 -1.108 2.029
H -0.459 0.117 -1.790
H -3.030 0.810 1.980
H -1.788 2.269 1.551
H -1.249 0.757 2.399

Calculated values
**2S+1**: 1
**Charge**: 0
**Energy above the lowest of the compared OMol25 structures with the same formula, charge and spin**: 209.4 kJ/mol
**E_tot**: -20519.0655 eV
**F_max**: 4.32 eV/A
**LUMO level**: 0.2 eV
**HOMO-LUMO gap**: 9.37 eV

***

(6)
One molecule with the formula Cl2HOPS at a distorted geometry, computed with the ωB97M-V functional and the def2-TZVPD basis.

Element x y z (Å)
O -1.149 0.624 0.034
P 0.304 -0.021 -0.097
S 0.092 -2.030 -0.493
Cl 1.238 0.529 1.727
Cl 1.353 1.035 -1.375
H -1.838 -0.137 0.204

Calculated values
**2S+1**: 1
**Charge**: 0
**Energy above the lowest of the compared OMol25 structures with the same formula, charge and spin**: 54.6 kJ/mol
**E_tot**: -47234.7496 eV
**F_max**: 3.83 eV/A
**LUMO level**: -0.3 eV
**HOMO-LUMO gap**: 9.19 eV

***

(7)
C2H3NP2 as an isolated structure at a distorted geometry, computed with the ωB97M-V functional and the def2-TZVPD basis.

Element x y z (Å)
C 0.341 0.026 -0.985
C -0.632 -0.875 -0.476
N 0.817 0.980 -0.250
P -1.163 -0.627 1.133
P -0.080 1.260 1.115
H 0.699 -0.068 -2.004
H -0.983 -1.699 -1.077
H 1.000 1.003 2.544

Calculated values
**2S+1**: 1
**Charge**: 0
**Energy above the lowest of the compared OMol25 structures with the same formula, charge and spin**: 62.9 kJ/mol
**E_tot**: -22188.2104 eV
**F_max**: 3.48 eV/A
**LUMO level**: -1.1 eV
**HOMO-LUMO gap**: 8.14 eV

***

(8)
C22H41BMnN6O4Si as an isolated structure at a distorted geometry, computed with the ωB97M-V functional and the def2-TZVPD basis.

Element x y z (Å)
H 1.383 -3.104 1.081
N 2.328 -2.424 -0.696
B 3.907 -2.003 -2.632
N 3.335 -2.917 -1.510
C 3.730 -4.104 -1.020
Mn 1.553 -0.654 -1.008
H 4.520 -4.658 -1.495
C 2.978 -4.395 0.119
H 3.053 -5.253 0.754
C 2.105 -3.312 0.305
H 4.809 -2.506 -3.227
C 0.774 3.482 -0.628
H -0.088 4.074 -0.956
H 0.738 2.484 -1.094
H 1.693 3.985 -0.954
N 4.338 -0.685 -1.913
N 2.744 -1.559 -3.560
N 3.458 0.059 -1.145
N 1.638 -0.927 -3.009
C 5.531 -0.069 -1.952
C 2.631 -1.553 -4.899
H 6.323 -0.508 -2.546
H 3.425 -1.949 -5.508
C 5.457 1.084 -1.169
C 1.413 -0.958 -5.238
C 4.140 1.137 -0.670
C 0.815 -0.575 -4.029
H 6.253 1.785 -0.989
H 1.014 -0.807 -6.225
H 3.674 1.863 -0.017
H -0.127 -0.075 -3.830
H 0.783 3.382 0.460
C -2.275 -2.378 2.438
C -2.883 -2.007 1.086
C -2.276 -2.782 -0.080
C -4.386 -2.290 1.128
O -2.660 -0.596 0.840
Si -1.235 0.250 0.688
O -0.243 -0.361 -0.397
O -1.713 1.781 0.271
C -3.034 2.180 -0.194
C -3.374 1.386 -1.449
C -4.053 1.938 0.911
C -2.961 3.674 -0.501
O -0.501 0.309 2.162
C -0.117 1.370 3.078
C 1.341 1.752 2.882
C -1.041 2.563 2.911
C -0.226 0.810 4.491
H -2.412 -3.448 2.655
H -2.771 -1.807 3.235
H -1.202 -2.161 2.462
H -2.439 -3.858 0.064
H -2.766 -2.475 -1.014
H -1.201 -2.590 -0.168
H -4.884 -1.765 1.953
H -4.879 -2.017 0.186
H -4.549 -3.369 1.278
H -3.427 0.316 -1.220
H -4.349 1.701 -1.842
H -2.613 1.550 -2.221
H -3.774 2.486 1.818
H -5.044 2.275 0.580
H -4.113 0.872 1.145
H -2.648 4.246 0.383
H -2.257 3.879 -1.317
H -3.950 4.039 -0.806
H 1.529 2.306 1.957
H 1.643 2.384 3.728
H 1.983 0.863 2.894
H -2.074 2.273 3.135
H -0.757 3.367 3.600
H -1.000 2.966 1.894
H -1.247 0.484 4.715
H 0.459 -0.037 4.620
H 0.052 1.583 5.220

Calculated values
**2S+1**: 6
**Charge**: 0
**Energy above the lowest of the compared OMol25 structures with the same formula, charge and spin**: 0.0 kJ/mol
**E_tot**: -80493.2768 eV
**F_max**: 2.96 eV/A
**LUMO level (spin up / spin down)**: 0.6 / 0.6 eV
**HOMO-LUMO gap (spin up / spin down)**: 8.89 / 9.85 eV

***

(9)
A 10-piece molecular cluster, C56H58BClO5 overall at a distorted geometry, computed with the ωB97M-V functional and the def2-TZVPD basis.

Element x y z (Å)
O -0.872 -3.084 0.008
C -0.954 -2.360 -1.110
O -0.019 -1.195 -1.224
Cl -0.338 -0.257 0.155
O -1.826 -2.617 -2.266
C -3.208 -2.931 -1.871
B -3.979 -1.750 -1.025
O -4.971 -2.212 0.001
O -3.758 -0.285 -1.172
H -3.808 -3.164 -2.876
H -3.262 -3.941 -1.248
H -5.805 -2.491 -0.519
H -4.237 0.068 -2.001
C -0.868 -4.704 -5.941
C -0.216 -5.898 -6.246
C 0.343 -6.670 -5.228
C 0.253 -6.245 -3.902
C -0.391 -5.046 -3.597
C -0.953 -4.276 -4.615
H -1.308 -4.107 -6.734
H -0.143 -6.229 -7.280
H 0.848 -7.602 -5.466
H 0.685 -6.847 -3.108
H -0.456 -4.711 -2.564
H -1.457 -3.343 -4.377
C 1.576 -2.746 1.748
C 2.001 -4.044 2.032
C 3.117 -4.251 2.842
C 3.811 -3.160 3.366
C 3.391 -1.862 3.074
C 2.273 -1.655 2.267
H 0.702 -2.585 1.122
H 1.462 -4.894 1.622
H 3.446 -5.263 3.066
H 4.678 -3.321 3.999
H 3.935 -1.012 3.477
H 1.945 -0.644 2.041
C 8.801 -1.272 0.648
C 8.561 -2.399 1.434
C 7.255 -2.851 1.626
C 6.189 -2.172 1.035
C 6.428 -1.040 0.257
C 7.734 -0.590 0.062
H 9.819 -0.924 0.493
H 9.391 -2.926 1.896
H 7.069 -3.731 2.235
H 5.172 -2.526 1.182
H 5.597 -0.508 -0.198
H 7.921 0.291 -0.546
C -3.574 3.731 0.492
C -3.537 5.010 1.045
C -2.665 5.291 2.097
C -1.834 4.291 2.600
C -1.877 3.008 2.053
C -2.746 2.728 0.998
H -4.248 3.514 -0.332
H -4.187 5.790 0.655
H -2.635 6.290 2.526
H -1.153 4.510 3.418
H -1.233 2.227 2.449
H -2.778 1.730 0.571
C -0.845 2.816 -2.661
C 0.027 1.739 -2.821
C 1.169 1.877 -3.610
C 1.437 3.091 -4.243
C 0.560 4.165 -4.090
C -0.580 4.028 -3.298
H -1.731 2.710 -2.041
H -0.183 0.792 -2.330
H 1.850 1.039 -3.731
H 2.328 3.199 -4.855
H 0.766 5.109 -4.588
H -1.262 4.866 -3.178
C -3.681 3.356 5.396
C -3.048 2.317 6.078
C -3.574 1.849 7.282
C -4.733 2.423 7.806
C -5.361 3.467 7.129
C -4.836 3.933 5.923
H -3.274 3.716 4.455
H -2.143 1.872 5.671
H -3.082 1.037 7.811
H -5.145 2.056 8.742
H -6.260 3.919 7.540
H -5.327 4.746 5.394
C 4.051 7.032 -1.135
C 2.917 6.227 -1.031
C 2.907 4.957 -1.608
C 4.030 4.494 -2.293
C 5.161 5.303 -2.405
C 5.172 6.571 -1.825
H 4.061 8.019 -0.680
H 2.040 6.589 -0.499
H 2.024 4.329 -1.524
H 4.024 3.504 -2.740
H 6.034 4.944 -2.944
H 6.054 7.200 -1.911
C -3.700 -3.113 7.934
C -2.828 -4.190 7.774
C -1.686 -4.052 6.986
C -1.418 -2.838 6.353
C -2.295 -1.764 6.505
C -3.435 -1.901 7.297
H -4.586 -3.219 8.554
H -3.038 -5.137 8.265
H -1.005 -4.890 6.864
H -0.527 -2.729 5.740
H -2.089 -0.820 6.007
H -4.117 -1.063 7.418
C -1.338 -0.586 -6.007
C -0.653 0.414 -6.697
C -0.978 0.694 -8.024
C -1.986 -0.029 -8.663
C -2.665 -1.035 -7.975
C -2.342 -1.313 -6.647
H -1.090 -0.799 -4.971
H 0.134 0.976 -6.201
H -0.447 1.475 -8.561
H -2.241 0.190 -9.696
H -3.446 -1.603 -8.475
H -2.873 -2.095 -6.111

Calculated values
**2S+1**: 1
**Charge**: 0
**E_tot**: -82446.1123 eV
**F_max**: 9.10 eV/A
**LUMO level**: -1.1 eV
**HOMO-LUMO gap**: 7.85 eV

***

(10)
One molecule with the formula C8H14N4O2 at a distorted geometry, computed with the ωB97M-V functional and the def2-TZVPD basis.

Element x y z (Å)
C -2.364 -2.103 0.993
C -0.940 -2.424 1.363
C -2.292 1.356 -0.045
C -1.704 0.192 0.746
C -0.549 -0.060 -0.230
C 2.187 2.189 0.995
C -0.275 -0.441 -2.671
C 0.831 1.436 1.139
N -2.693 -0.890 0.690
N 0.006 -2.013 0.683
N -1.020 -0.136 -1.478
N 0.608 0.587 0.086
O -1.761 2.428 -0.296
O -3.486 1.058 -0.562
H -2.964 -2.991 0.972
H -0.692 -3.109 2.083
H -1.345 0.333 1.844
H 1.848 2.871 0.193
H 2.345 2.670 1.878
H 2.946 1.502 0.588
H 0.812 -0.274 -2.468
H -0.406 -1.598 -2.973
H -0.661 0.252 -3.425
H 0.058 2.206 1.513
H 0.952 0.771 1.966
H -1.966 -0.408 -1.516
H 1.361 0.431 -0.551
H -3.701 0.059 -0.157

Calculated values
**2S+1**: 1
**Charge**: 0
**Energy above the lowest of the compared OMol25 structures with the same formula, charge and spin**: 300.4 kJ/mol
**E_tot**: -18573.8723 eV
**F_max**: 5.12 eV/A
**LUMO level**: 0.3 eV
**HOMO-LUMO gap**: 7.62 eV

***

Which of these has the lowest E_tot?
C19H8BrCl6F3NO6Rh